(1)
{"formula": "C24H44BN2NaO4P2S", "method": "ωB97M-V with the def2-TZVPD basis set", "symbols": ["Na", "C", "C", "C", "C", "P", "C", "N", "B", "N", "C", "P", "C", "C", "C", "C", "C", "C", "C", "C", "C", "C", "C", "C", "C", "C", "C", "C", "C", "C", "H", "H", "H", "H", "H", "H", "H", "H", "H", "H", "H", "H", "H", "H", "H", "H", "H", "H", "H", "H", "H", "H", "H", "H", "H", "H", "H", "H", "H", "H", "H", "H", "H", "H", "H", "H", "H", "H", "H", "H", "H", "H", "H", "H", "O", "S", "O", "O", "O"], "coordinates": [[-0.149, -1.260, 0.382], [3.790, -0.057, 2.152], [4.297, -0.015, 0.703], [5.358, 1.079, 0.569], [4.924, -1.374, 0.408], [2.724, 0.197, -0.292], [2.555, 2.053, -0.251], [1.172, 2.424, -0.470], [-0.008, 1.633, -0.040], [-1.081, 2.421, -0.683], [-2.453, 2.003, -0.750], [-2.608, 0.260, -0.107], [-3.151, 0.543, 1.694], [-3.027, -0.789, 2.438], [-4.572, 1.086, 1.881], [-2.207, 1.544, 2.368], [-4.120, -0.313, -1.140], [-5.313, 0.629, -1.360], [-4.622, -1.662, -0.619], [-3.506, -0.587, -2.526], [-0.602, 3.509, -1.361], [-1.241, 4.490, -2.093], [-0.473, 5.496, -2.691], [0.904, 5.508, -2.550], [1.562, 4.518, -1.810], [0.814, 3.517, -1.216], [3.054, -0.140, -2.107], [2.931, -1.657, -2.320], [1.893, 0.520, -2.866], [4.364, 0.374, -2.700], [4.645, -0.196, 2.822], [3.095, -0.885, 2.284], [3.289, 0.871, 2.440], [6.194, 0.856, 1.243], [4.976, 2.063, 0.845], [5.760, 1.146, -0.443], [5.686, -1.572, 1.173], [5.428, -1.387, -0.560], [4.179, -2.169, 0.450], [3.198, 2.538, -0.996], [2.895, 2.399, 0.734], [-2.794, 2.003, -1.794], [-3.124, 2.677, -0.195], [-3.756, -1.525, 2.099], [-3.211, -0.615, 3.504], [-2.042, -1.252, 2.349], [-5.343, 0.385, 1.567], [-4.727, 2.030, 1.356], [-4.731, 1.280, 2.948], [-1.180, 1.189, 2.378], [-2.563, 1.694, 3.393], [-2.197, 2.511, 1.863], [-5.886, 0.824, -0.457], [-6.001, 0.174, -2.085], [-5.005, 1.588, -1.776], [-5.231, -1.568, 0.279], [-3.798, -2.341, -0.395], [-5.242, -2.135, -1.387], [-3.077, 0.310, -2.976], [-4.290, -0.955, -3.195], [-2.719, -1.340, -2.468], [-2.320, 4.476, -2.205], [-0.965, 6.273, -3.266], [1.488, 6.294, -3.019], [2.640, 4.537, -1.704], [2.036, -2.066, -1.843], [3.786, -2.199, -1.925], [2.882, -1.852, -3.398], [0.924, 0.240, -2.452], [1.928, 0.186, -3.909], [1.952, 1.609, -2.851], [5.229, -0.144, -2.283], [4.498, 1.447, -2.542], [4.369, 0.201, -3.783], [2.155, -2.882, 1.095], [0.834, -3.538, 0.908], [0.895, -4.985, 1.142], [0.358, -3.242, -0.491], [-0.154, -2.893, 1.845]], "largest_force_ev_per_a": 1.1, "charge": -2, "de_lowest_kj_mol": 3.3, "multiplicity": 1, "orbital_gap_ha": 0.1530, "energy_ev": -71281.397, "homo_energy_ha": -0.0094}

(2)
{"formula": "C4H7NO2", "method": "ωB97M-V with the def2-TZVPD basis set", "symbols": ["O", "N", "C", "C", "C", "C", "O", "H", "H", "H", "H", "H", "H", "H"], "coordinates": [[1.500, 1.953, -0.092], [2.128, -0.453, 0.000], [1.047, -0.628, -0.278], [-0.139, -1.282, -0.677], [-1.218, -0.807, 0.257], [-0.944, 0.670, 0.321], [-0.710, 1.270, 1.350], [2.270, 1.584, 0.377], [0.068, -2.329, -0.717], [-0.273, -0.978, -1.693], [-1.101, -1.228, 1.256], [-2.216, -1.013, -0.135], [-1.211, 1.212, -0.613], [0.798, 2.028, 0.645]], "largest_force_ev_per_a": 3.0, "smiles": "N#CCCC=O.O", "de_lowest_kj_mol": 250.3, "multiplicity": 1, "orbital_gap_ha": 0.3730, "energy_ev": -9844.685, "homo_energy_ha": -0.3686}

(3)
{"formula": "C14H12Br4N5O4STi", "method": "ωB97M-V with the def2-TZVPD basis set", "symbols": ["Ti", "C", "C", "N", "N", "C", "N", "S", "C", "C", "C", "C", "C", "N", "H", "H", "H", "H", "H", "H", "H", "H", "H", "H", "Br", "C", "C", "Br", "C", "Br", "C", "O", "C", "O", "C", "Br", "O", "N", "O", "H", "H"], "coordinates": [[-0.187, 0.292, 0.275], [4.164, -0.134, -0.988], [2.745, -0.341, -0.580], [1.844, 0.573, -0.671], [2.249, 1.844, -1.042], [1.714, 2.907, -0.447], [2.007, 4.117, -0.889], [0.604, 2.812, 0.887], [2.276, -1.566, 0.091], [3.020, -2.724, 0.183], [2.531, -3.778, 0.951], [1.325, -3.626, 1.603], [0.618, -2.441, 1.437], [1.078, -1.438, 0.698], [4.581, 0.723, -0.453], [4.237, 0.055, -2.062], [4.785, -0.993, -0.762], [2.985, 1.949, -1.730], [2.516, 4.274, -1.747], [1.716, 4.933, -0.371], [3.967, -2.821, -0.327], [3.097, -4.695, 1.038], [0.914, -4.407, 2.226], [-0.345, -2.297, 1.907], [-7.065, -0.553, -0.635], [-5.226, -0.805, -0.554], [-4.665, -2.097, -0.908], [-5.797, -3.472, -1.417], [-3.298, -2.314, -0.877], [-2.495, -3.944, -1.324], [-2.462, -1.267, -0.486], [-1.168, -1.334, -0.413], [-3.019, 0.014, -0.108], [-2.155, 0.888, 0.258], [-4.413, 0.233, -0.165], [-5.035, 1.931, 0.296], [-0.325, 0.759, 2.037], [0.921, 1.147, 1.658], [-0.552, 1.273, -1.777], [-0.552, 0.720, -2.571], [-1.421, 1.702, -1.745]], "largest_force_ev_per_a": 0.6, "charge": 2, "de_lowest_kj_mol": 0.0, "multiplicity": 2, "s2": 0.77, "orbital_gap_ha": [0.2385, 0.2166], "energy_ev": -344459.091, "homo_energy_ha": [-0.5047, -0.5082]}